[1]
13 unconnected molecules or ions with the total composition C52H77N13, computed with the ωB97M-V functional and the def2-TZVPD basis.

Values from the calculation:
**Orbital gap**: 7.80 eV
**Energy above the lowest of the compared OMol25 structures with the same formula, charge and spin**: 78.3 kcal/mol

ORCA input file:
```
! wB97M-V def2-TZVPD RIJCOSX def2/J DEFGRID3
* xyz 0 1
H 19.62 -10.45 -0.17
N 10.45 -11.15 -4.51
N 16.12 -11.77 -6.34
C 16.39 -15.18 -6.66
C 16.29 -15.61 -7.98
N 9.98 -10.72 -1.21
C 13.61 -13.95 -3.52
H 14.21 -13.07 -8.17
N 13.36 -13.01 -11.31
H 20.22 -8.19 -5.05
H 12.47 -9.47 -5.37
H 12.06 -13.40 -9.63
C 19.36 -12.93 -5.37
H 12.84 -4.73 1.15
C 12.60 -7.11 -7.90
H 7.19 -5.53 -6.00
C 11.01 -5.81 1.83
C 13.58 -10.92 -6.30
H 18.34 -13.33 -5.31
H 14.75 -12.07 -3.25
H 20.79 -8.68 -6.60
C 10.30 -12.93 -5.89
H 12.11 -10.89 -1.04
H 15.62 -10.06 1.14
H 13.08 -6.44 1.59
N 14.34 -7.02 -1.54
C 18.54 -10.36 -0.23
H 18.01 -6.12 -5.80
H 9.66 -11.49 -0.64
H 10.62 -4.23 -8.28
C 20.51 -6.68 -6.34
C 12.07 -5.31 -9.58
H 10.66 -6.78 -8.68
H 12.16 -8.63 -2.47
H 15.52 -9.62 -4.39
C 12.39 -5.72 1.13
C 13.05 -13.16 -9.97
C 14.62 -9.10 -4.69
H 21.64 -11.82 -6.60
C 19.72 -12.96 -6.87
C 9.18 -9.75 -1.70
C 13.37 -10.01 -5.10
C 9.93 -8.79 -2.26
C 11.70 -6.72 -8.99
C 11.27 -9.17 -2.18
H 15.57 -10.11 -8.98
H 19.21 -12.20 -7.47
H 11.10 -5.70 2.91
N 13.25 -7.37 -6.97
N 17.37 -15.92 -6.01
H 17.54 -7.34 -4.69
H 13.04 -11.83 -6.06
H 11.43 -5.12 -10.44
H 11.41 -6.77 -0.48
N 13.12 -14.91 -2.66
H 16.68 -7.27 -6.17
C 10.44 -5.71 -5.65
C 20.06 -8.03 -6.11
H 10.05 -11.79 -7.74
H 18.20 -10.03 -2.27
H 10.05 -9.62 -5.99
H 10.43 -4.92 1.58
C 11.29 -10.35 -1.48
H 11.35 -5.16 -5.85
H 16.13 -14.19 -6.30
H 14.84 -8.46 -5.55
H 8.12 -9.73 -1.50
N 19.20 -10.76 -3.87
C 19.26 -11.70 -4.53
C 13.49 -14.50 -1.43
N 9.31 -5.02 -6.05
H 15.19 -12.64 -12.30
H 12.41 -15.61 -2.85
H 15.74 -9.78 -1.71
H 15.73 -15.15 -8.79
C 16.45 -10.12 0.46
C 16.55 -6.95 -10.05
H 17.20 -17.40 -9.00
C 17.73 -10.34 0.88
H 18.49 -8.04 -7.56
H 10.48 -6.69 1.46
H 18.21 -9.12 -6.13
H 17.46 -8.97 -10.05
H 11.89 -5.11 -0.82
H 19.44 -13.90 -7.34
H 9.24 -4.09 -6.42
H 8.09 -7.70 -4.64
C 17.29 -6.51 -11.24
C 10.17 -10.68 -5.85
H 13.04 -5.23 -10.05
C 8.68 -6.88 -5.05
H 13.07 -10.51 -4.18
C 14.19 -13.00 -9.24
H 16.06 -8.82 -10.96
H 9.48 -7.88 -2.64
C 13.42 -6.55 -0.99
C 17.68 -7.16 -5.75
C 14.70 -12.72 -11.35
H 10.87 -13.23 -3.84
H 12.73 -12.99 -12.10
C 17.66 -17.01 -6.85
H 11.82 -3.17 -9.01
C 16.44 -10.05 -0.93
H 13.25 -15.06 -0.54
C 15.65 -9.02 -8.92
H 13.50 -14.19 -4.56
H 14.80 -12.86 -0.65
C 18.58 -8.16 -6.48
H 18.06 -10.40 1.91
H 14.30 -8.43 -3.89
N 20.95 -5.60 -6.51
H 10.73 -7.63 -4.61
H 17.91 -15.80 -5.17
H 17.04 -6.48 -9.20
C 10.07 -11.78 -6.66
C 14.30 -12.96 -2.83
H 10.53 -10.61 -3.66
H 14.62 -8.68 -9.01
H 16.27 -12.67 -9.72
H 15.55 -6.54 -10.15
H 20.00 -13.58 -4.77
N 17.79 -10.06 -1.34
C 10.06 -6.89 -5.02
C 10.52 -12.55 -4.61
H 21.40 -12.58 -8.17
C 8.20 -5.79 -5.71
C 14.33 -13.36 -1.49
C 15.02 -11.38 -6.28
C 16.49 -8.46 -10.03
H 18.42 -17.65 -6.43
C 15.26 -12.81 -10.06
C 12.22 -6.04 -0.35
C 11.66 -4.17 -8.59
H 12.45 -4.22 -7.84
N 17.90 -6.17 -12.19
H 21.78 -13.53 -6.69
H 13.24 -10.52 -7.26
H 10.38 -13.95 -6.25
H 11.73 -7.39 -9.85
C 21.21 -12.69 -7.10
C 17.08 -16.78 -8.13
H 15.94 -8.78 -7.90
*
```

Löwdin population analysis, charges in e, atoms 1 to 2:
1. H 0.10
2. N 0.07

[2]
A molecular structure, C52H81As3CsGe2N5, computed with the ωB97M-V functional and the def2-TZVPD basis.

Values from the calculation:
**Orbital gap**: 6.18 eV

ORCA input file:
```
! wB97M-V def2-TZVPD RIJCOSX def2/J DEFGRID3
* xyz 0 1
C -6.47 -1.39 3.38
H 3.37 0.73 5.82
C -0.63 -4.74 -1.23
H -0.60 -3.66 -4.31
H 3.13 -3.05 -8.42
N -5.31 -0.53 3.49
C 0.69 -2.85 -1.92
C 0.87 -2.36 -0.61
H -5.36 2.70 0.82
H -3.96 6.45 -5.25
H 2.67 -1.18 -6.89
H -2.03 4.75 3.82
C 2.49 -2.44 4.74
H 3.05 1.39 0.96
C 3.67 -4.40 -6.84
H 0.46 2.44 -4.29
H 4.15 -2.67 -2.68
C 3.64 -3.48 -4.60
H 5.57 -3.13 3.41
H 0.97 2.26 -0.52
H 2.22 -2.85 3.76
H -1.97 -2.69 4.39
H 5.92 1.91 -2.27
H 0.88 -0.53 5.96
H -5.68 1.81 -1.55
H 1.05 4.67 1.35
H -3.23 0.03 -2.87
H 3.14 -0.76 6.74
C 2.13 2.37 -2.94
H 0.99 4.77 -0.41
C -3.52 5.33 -3.48
H -2.71 2.73 -4.20
C 3.00 -2.13 -6.50
H -5.79 4.35 -1.19
C -3.25 1.79 -4.12
C -1.83 3.17 2.35
H -6.58 1.43 0.71
C 2.65 1.08 -2.73
C -5.52 1.65 0.60
C -6.23 5.48 -2.95
C -4.36 5.99 -4.36
H -6.23 1.35 3.51
H 0.71 -4.82 -4.12
C -1.64 0.24 5.06
H -6.94 -1.46 4.36
C -5.04 1.33 -0.80
H -3.10 1.22 -5.04
H 4.83 -4.28 -3.01
H 3.85 -5.23 -7.50
H -4.58 1.31 4.15
H 4.38 0.24 0.86
C 4.33 3.32 -2.63
H -1.01 2.70 2.89
H 3.15 0.29 -0.41
N -3.22 -0.92 2.25
H 0.34 -2.88 1.41
H 1.46 -2.91 -3.80
C -4.22 -0.75 2.80
H 3.12 -0.26 -4.71
H 4.34 -4.38 3.12
H 4.17 -0.81 3.27
H 2.38 4.03 0.39
H -0.90 -4.91 0.89
H 4.97 4.19 -2.57
C -5.72 6.06 -4.10
C 3.96 -3.64 -3.14
H 4.21 -5.48 -5.08
C 1.30 4.15 0.43
H 4.42 -2.31 1.51
H -1.09 5.20 2.41
H 0.35 3.57 -2.94
H 1.23 0.79 4.83
H 3.02 -3.40 1.36
C 2.54 -0.91 4.65
H -1.43 0.01 6.10
C -0.04 -4.00 -2.25
C -0.90 -2.51 4.58
C 3.43 -2.44 1.07
H -2.84 5.07 2.29
H 3.13 -4.09 -2.60
C 0.24 -3.17 0.35
H -1.94 5.52 -0.66
C -5.39 4.80 -2.09
H 3.51 -2.42 -0.01
H -6.18 -2.39 3.06
C 4.03 0.95 -2.53
C 3.17 -2.27 -5.12
C 1.15 -0.31 4.91
C -3.15 3.97 -1.44
C 3.26 -3.18 -7.36
C -5.52 0.76 4.09
H -1.18 -5.64 -1.46
C 2.02 -1.12 -3.22
C 2.98 3.46 -2.89
H -2.75 2.64 2.61
H -2.46 5.27 -3.68
Cs -0.89 -0.54 0.59
As 4.07 -3.40 5.48
H -6.39 6.57 -4.78
H -5.92 0.63 5.10
C 3.32 0.38 0.66
C 3.44 -0.36 5.77
H -7.29 5.54 -2.74
C 3.86 -4.54 -5.48
H -0.34 -3.30 4.09
H -0.94 -5.29 -3.71
C -2.18 4.47 -0.68
C -0.22 -4.46 -3.68
Ge -3.15 1.96 -1.19
H 5.75 -4.73 4.13
C 4.86 2.05 -2.46
C 3.12 -5.11 5.74
H 4.48 -0.62 5.60
C -1.96 4.64 2.74
C -4.02 4.72 -2.34
H 0.89 2.19 1.23
N 1.33 -2.25 -3.04
As 2.24 -0.97 1.57
H 3.84 -5.91 5.93
H -1.54 1.31 4.91
H 0.09 1.83 -2.67
C -2.74 1.00 -2.92
N 1.80 0.00 -2.62
H 3.15 0.64 3.32
H -4.31 2.01 -4.01
H -5.08 0.26 -0.97
H 1.69 -2.71 5.45
H -2.67 -0.05 4.84
H -0.72 -2.54 5.65
N 2.93 -1.17 -4.30
H -7.20 -0.98 2.67
H 2.44 -5.05 6.59
H 4.44 -0.04 -2.38
As -0.44 -0.76 3.83
C 3.13 -0.46 3.32
C 0.62 2.79 0.36
H -4.96 1.05 1.31
C 0.67 2.57 -3.22
Ge -1.39 2.97 0.38
H 2.58 4.45 -3.06
H -1.67 0.83 -3.03
H 2.55 -5.37 4.85
C 5.03 -3.96 3.86
C -0.47 -4.32 0.08
*
```

Löwdin population analysis, charges in e, atoms 1 to 2:
1. C -0.03
2. H 0.08

[3]
8 unconnected molecules or ions with the total composition C52H83BBrClN11O7P2, computed with the ωB97M-V functional and the def2-TZVPD basis.

Values from the calculation:
**Orbital gap**: 6.72 eV

ORCA input file:
```
! wB97M-V def2-TZVPD RIJCOSX def2/J DEFGRID3
* xyz 1 1
H -0.37 -4.82 2.91
H 8.80 -0.33 4.27
H -10.04 7.40 -8.50
H -0.53 -1.24 5.54
H -3.22 2.95 0.17
H 6.91 -1.83 2.86
H -3.26 -6.75 -0.17
H 3.98 0.97 1.15
H 4.24 -3.81 0.95
H -0.09 -4.29 -1.53
H 4.89 -1.47 2.17
C -0.02 6.77 -2.03
C -1.04 -2.60 -0.57
H 6.24 -4.88 5.74
C -4.82 -7.30 -3.04
C 7.39 -0.18 -2.80
H -1.65 5.12 0.57
C -7.54 6.93 -6.47
C 1.42 -1.11 2.56
O 4.06 -2.74 3.36
O 5.32 -3.09 5.57
C -0.66 -3.29 6.24
C 3.64 -4.60 0.52
C -3.98 -7.79 -2.01
C -4.78 4.22 1.16
O 5.66 -0.95 4.28
H 3.26 -1.81 0.78
N -4.05 1.78 -3.88
H 3.86 -0.56 6.18
C -1.07 -3.94 -1.22
H 4.40 -6.23 5.88
H -1.07 -4.28 1.43
H -3.55 -8.78 -1.94
H -1.51 -3.47 5.58
C 2.38 -0.49 4.69
C 8.51 -1.75 -3.96
H -8.38 5.62 -7.89
C -3.41 0.70 -3.35
P 4.61 -2.10 4.56
H 0.74 4.46 -4.29
H 8.12 0.10 2.72
H 1.92 2.16 2.02
H 1.08 -0.67 -3.58
O -1.03 0.50 2.72
H 7.36 0.70 4.21
H 2.88 -1.99 6.19
C 7.18 -1.92 -4.20
H 6.12 -1.09 0.97
H -1.58 -4.64 -0.58
C -4.70 1.41 -5.03
H 7.41 -2.07 4.54
H -0.26 6.98 -4.25
N 1.85 0.03 1.97
Br 3.46 -1.28 -1.67
H -4.59 -4.82 -1.06
H -4.04 2.70 -3.49
C -9.28 7.53 -7.75
H -2.85 0.78 -2.44
C 0.04 6.38 -3.40
H -1.01 -3.17 7.25
C -0.17 -4.73 1.85
C -7.16 8.18 -1.84
C -5.14 -6.00 -2.72
H -4.85 -0.51 -6.06
H 5.71 -4.57 4.11
H -1.71 -3.83 -2.10
H -5.56 8.40 -0.28
C -3.65 -0.38 -4.16
H -7.67 9.12 -1.84
H 3.66 -4.72 6.29
N -6.58 6.10 -2.33
H 1.62 -3.27 4.71
H 9.57 -0.25 -2.67
H -0.58 -6.82 1.85
H 0.58 5.59 -0.24
C 0.56 -1.12 0.45
C 3.18 -0.87 0.25
H 0.79 -1.79 6.57
C -8.97 8.59 -6.95
C -2.68 4.97 0.82
C 8.65 -0.65 -3.07
C 6.97 -1.37 3.84
H -9.49 9.54 -6.95
H 3.49 -5.32 4.63
H 3.55 -5.37 1.28
H 1.76 0.16 5.29
C -0.13 -0.88 -1.86
H 6.65 -2.63 -4.81
H 4.88 0.37 -0.20
C -6.05 7.80 -1.02
H -1.27 0.44 3.65
N -8.40 6.52 -7.45
C 0.54 5.11 -3.45
H -0.37 7.71 -1.64
C -7.87 8.22 -6.14
C 5.34 -0.66 1.60
C -7.46 7.11 -2.64
C -4.69 5.50 1.65
H -4.96 5.86 -0.97
H -1.36 3.02 2.71
H 1.08 -6.47 1.42
H 4.13 -5.06 -0.34
B -0.18 1.56 2.41
C -5.72 6.51 -1.35
H 9.31 -2.36 -4.37
H -5.27 2.13 -5.60
H 1.74 -4.99 -0.31
H -0.60 -1.04 -3.90
H -5.66 3.61 1.17
N 0.79 4.71 -2.17
C -4.47 0.08 -5.23
H 7.06 0.63 -2.19
H -7.38 8.82 -5.39
H 2.99 0.09 4.02
Cl 1.70 1.29 -0.44
H -0.24 -6.21 0.25
H 0.15 -2.91 3.86
C 3.36 -1.28 5.54
H -3.06 6.84 1.71
N 0.20 -1.82 -0.77
H 5.83 0.06 2.24
C 0.90 -2.49 4.50
N 6.50 -0.96 -3.50
H 1.63 1.45 3.54
N 1.55 -1.35 3.84
C 2.24 -4.13 0.11
H 2.27 -3.39 -0.67
C 7.87 -0.13 3.74
H -5.42 6.13 2.12
H -6.77 6.28 -6.10
N -4.53 -5.70 -1.53
H -5.76 -5.28 -3.23
C 1.77 -0.21 0.52
H -0.02 -4.17 6.20
C 0.45 5.71 -1.30
N 0.83 -1.96 1.66
H -6.57 5.20 -2.77
H 5.51 -0.84 -3.48
H -0.33 -0.56 0.73
N -3.41 5.94 1.45
C 0.13 -2.08 5.75
O -1.99 -2.14 0.02
C 4.33 0.05 0.68
C -3.50 3.88 0.63
C 4.16 -5.25 5.49
C 1.40 1.34 2.49
H -5.15 -7.83 -3.91
H 1.17 3.82 -1.90
C -3.82 -6.79 -1.09
O -0.70 2.76 2.06
P 1.32 -3.66 1.63
O -0.74 0.14 -1.63
H 0.52 -2.32 -3.31
H -8.22 6.98 -3.39
H -3.29 -1.38 -4.01
C 5.42 -4.48 5.15
C 0.24 -1.27 -3.26
C 0.05 -6.13 1.29
*
```

Löwdin population analysis, charges in e, atoms 1 to 2:
1. H 0.06
2. H 0.08